Entry 1:
Computed, not measured: the ion C6H13O3Si with charge -1 at a distorted geometry, with the ωB97M-V functional and the def2-TZVPD basis.

Computed properties:
- LUMO level: 3.26 eV
- Net charge: -1
- Maximum force: 5.088 eV Å⁻¹
- Kohn-Sham gap: 4.83 eV
- HOMO: -1.57 eV
- E_tot: -20453.43768 eV
- Spin multiplicity: 1
- SMILES string: C/C([O-])=C(/O)O[Si](C)(C)C
- Relative energy (zero: lowest compared OMol25 entry of this formula, charge and spin): 28.0 kcal/mol

Element x y z (Å)
1 C 1.70282 -0.76152 0.00460
2 C 2.18587 1.67330 0.34210
3 C -2.39147 -1.79066 0.85317
4 C -1.33944 -0.18640 -1.78435
5 C -1.43047 1.29824 0.81355
6 C 2.58583 0.27430 0.02082
7 O 2.27650 -1.99834 -0.45922
8 O 0.43206 -0.92899 0.44202
9 O 3.77322 -0.14560 -0.36724
10 Si -1.13058 -0.47573 0.03552
11 H 2.61688 1.95558 1.28784
12 H 2.68807 2.53536 -0.30762
13 H 1.11336 1.68180 0.30197
14 H -2.27320 -2.78952 0.36126
15 H -2.01761 -1.75387 1.79385
16 H -3.33440 -1.40601 0.89676
17 H -0.42092 -0.28628 -2.34663
18 H -1.96777 -0.91400 -2.14183
19 H -1.84649 0.73918 -2.08238
20 H -2.50702 1.51451 0.87745
21 H -0.99326 1.27310 1.78343
22 H -1.00614 2.08134 0.23232
23 H 3.28415 -1.58981 -0.55738

=====

Entry 2:
Computed, not measured: the molecule C4H6N2O at a distorted geometry, with the ωB97M-V functional and the def2-TZVPD basis.

Computed properties:
- LUMO level (spin up / spin down): -1.16 / -1.16 eV
- Maximum force: 2.874 eV Å⁻¹
- Kohn-Sham gap (spin up / spin down): 7.17 / 7.17 eV
- HOMO (spin up / spin down): -8.33 / -8.33 eV
- E_tot: -9268.25354 eV
- Spin multiplicity: 1
- Relative energy (zero: lowest compared OMol25 entry of this formula, charge and spin): 121.0 kcal/mol

Element x y z (Å)
1 C -2.30906 0.28490 -0.04896
2 O -1.41670 -0.31744 0.93616
3 C -0.09351 -0.09384 0.64800
4 N 0.15005 1.17689 0.83056
5 N 2.06801 0.89918 -0.15935
6 C 2.00215 -0.40301 -0.27775
7 C 0.83359 -1.03448 0.16484
8 H -3.14797 -0.40264 -0.20336
9 H -2.68432 1.24785 0.31536
10 H -1.78961 0.42702 -1.00535
11 H 2.93412 1.29976 -0.56401
12 H 2.81085 -0.98927 -0.74542
13 H 0.64240 -2.09491 0.10927

=====

Entry 3:
Computed, not measured: a structure of composition C22H26ClN3O4S at a distorted geometry, with the ωB97M-V functional and the def2-TZVPD basis.

Computed properties:
- LUMO level: -0.62 eV
- Maximum force: 17.698 eV Å⁻¹
- Kohn-Sham gap: 7.68 eV
- HOMO: -8.29 eV
- E_tot: -59230.13123 eV
- Spin multiplicity: 1
- Relative energy (zero: lowest compared OMol25 entry of this formula, charge and spin): 586.7 kcal/mol

Element x y z (Å)
1 C 1.04324 3.48448 1.84948
2 H 1.47662 3.28213 2.67680
3 H 1.40531 4.26709 1.29500
4 H 0.02113 3.67113 1.91579
5 C 1.35902 2.40665 0.66344
6 N 0.63632 1.20750 1.40169
7 C 0.22888 0.26503 0.71917
8 O 0.45406 0.04237 -0.73490
9 C -0.51256 -1.05030 1.23491
10 C -0.96981 -2.10777 0.33121
11 C -1.99532 -1.92849 -0.56993
12 N -3.05157 -1.33136 -0.00306
13 S -4.49916 -0.93869 -1.03726
14 O -4.77961 -2.41723 -1.49037
15 O -5.52877 -0.60463 -0.14419
16 C -4.11647 0.21875 -1.98244
17 C -3.54620 -0.04702 -3.28599
18 C -3.12325 0.82179 -4.12008
19 C -3.48456 1.98043 -3.98783
20 C -4.03296 2.44375 -2.61348
21 C -4.32924 1.46451 -1.89813
22 H -4.85983 1.67861 -0.70732
23 H -4.24307 3.40722 -2.45605
24 H -3.08552 2.83914 -4.43556
25 H -2.61686 0.23916 -5.29834
26 H -3.45013 -1.28565 -3.50678
27 C -2.83734 0.12738 0.80255
28 C -1.92757 -0.61207 1.93305
29 H -1.61998 0.46191 2.70145
30 H -2.36698 -1.18009 2.58900
31 H -3.82302 0.16473 1.25833
32 H -2.36501 0.75297 0.13079
33 H -2.39578 -2.62921 -1.20315
34 H -1.52830 -0.88187 -1.38230
35 H -0.01563 -2.42784 -0.17511
36 H -1.41182 -3.16077 1.02815
37 H 0.10454 -1.41916 1.92089
38 H 0.42432 1.09212 2.60638
39 C 2.80076 1.85742 0.75416
40 O 3.69623 2.14502 1.67067
41 N 2.92965 1.24885 -0.24969
42 H 2.28356 0.74049 -0.57878
43 C 4.40408 0.49579 -0.46472
44 C 4.49645 -0.62354 0.38063
45 C 3.46675 -1.72512 0.47272
46 C 3.32305 -2.65068 1.25931
47 C 4.53935 -2.85103 2.04608
48 C 5.57124 -1.94307 1.88482
49 C 5.57771 -1.11798 1.01252
50 H 6.51867 -0.38711 1.11852
51 H 6.56374 -2.34723 2.44375
52 H 4.64946 -3.88386 2.66784
53 Cl 1.93973 -3.85690 1.35948
54 H 2.37494 -1.35546 -0.01967
55 H 4.96607 1.28173 -0.20138
56 H 4.30087 0.14464 -1.36645
57 H 0.96055 2.53135 -0.21562

=====

Entry 4:
Computed, not measured: a cluster of 8 separate species, C26H58B4N8O15 in total at a distorted geometry, with the ωB97M-V functional and the def2-TZVPD basis.

Computed properties:
- LUMO level: -0.56 eV
- Maximum force: 9.799 eV Å⁻¹
- Kohn-Sham gap: 7.59 eV
- HOMO: -8.15 eV
- E_tot: -73245.87402 eV
- Spin multiplicity: 1
- SMILES string: C#CCCCB1OB(ON=O)OB(OB(O)O)O1.CNC(C)=O.CNC(C)=O.CNC(C)=O.CNC(C)=O.CNC(C)=O.CNC(C)=O.CNC(C)=O

Element x y z (Å)
1 C -0.06855 2.20899 -0.57082
2 C -0.79436 1.28023 0.23487
3 C -1.69270 0.04651 0.84804
4 C -0.90311 -1.38710 0.96149
5 C -0.09238 -1.84234 -0.38883
6 B -0.94300 -1.71887 -1.79048
7 O -1.59853 -0.50900 -2.32396
8 B -1.68576 -0.59442 -3.82449
9 O -2.84880 -0.13282 -4.61736
10 N -2.69445 1.13848 -5.04262
11 O -1.94194 1.76558 -4.31224
12 O -0.53181 -1.23171 -4.55110
13 B -0.31893 -2.58774 -3.93172
14 O 0.62608 -3.57522 -4.56356
15 B 1.05848 -2.86735 -5.82013
16 O 2.24052 -1.98035 -5.67710
17 O 0.32264 -3.10932 -7.09553
18 O -1.03415 -2.94754 -2.65628
19 H 0.40996 2.93495 -1.38474
20 H -2.70696 -0.00911 0.22499
21 H -2.03895 0.32961 1.95466
22 H -0.07876 -1.24213 1.81276
23 H -1.58647 -2.27561 1.35233
24 H 0.95921 -1.29868 -0.48284
25 H 0.16707 -2.99877 -0.24519
26 H 2.11220 -1.10815 -6.15490
27 H 0.93992 -3.72816 -7.62240
28 C 4.30713 0.24976 1.99835
29 C 3.51681 0.24397 0.72024
30 O 2.29047 0.33630 0.70690
31 N 4.20177 0.13171 -0.45414
32 C 5.62831 0.01370 -0.64441
33 H 3.62776 0.34505 2.84921
34 H 4.85927 -0.68823 2.09961
35 H 4.99484 1.09939 2.00766
36 H 3.60436 0.13484 -1.27270
37 H 5.95823 0.85147 -1.26313
38 H 5.82373 -0.92290 -1.17192
39 H 6.17686 0.02061 0.29883
40 C -3.93236 -2.90230 -10.87521
41 C -2.55759 -3.46812 -10.65598
42 O -2.08594 -4.34431 -11.37878
43 N -1.82415 -2.97975 -9.61459
44 C -2.19923 -1.96073 -8.66272
45 H -4.39499 -3.38690 -11.73876
46 H -4.55683 -3.08918 -9.99769
47 H -3.86665 -1.82949 -11.07436
48 H -0.90946 -3.40738 -9.52844
49 H -1.47193 -1.14843 -8.73146
50 H -2.15697 -2.39875 -7.66271
51 H -3.20078 -1.56795 -8.84518
52 C -0.64235 -0.04812 5.68702
53 C -2.03783 0.08287 5.14511
54 O -2.32393 -0.22341 3.98884
55 N -3.00550 0.55958 5.98016
56 C -2.86901 0.96912 7.35812
57 H 0.01793 -0.43981 4.90907
58 H -0.26915 0.93150 5.99685
59 H -0.63367 -0.74319 6.53065
60 H -3.91956 0.62051 5.54687
61 H -3.53809 0.35258 7.96288
62 H -3.17631 2.01488 7.43311
63 H -1.84689 0.86368 7.72527
64 C 6.56667 4.96558 1.07742
65 C 5.47525 3.93739 0.97821
66 O 5.70803 2.72987 0.99611
67 N 4.18954 4.37911 0.86519
68 C 3.71753 5.74324 0.82639
69 H 7.53489 4.46564 1.16221
70 H 6.57583 5.58760 0.17856
71 H 6.41712 5.58350 1.96663
72 H 3.50883 3.63096 0.80299
73 H 3.02570 5.88641 1.65970
74 H 3.18316 5.89052 -0.11512
75 H 4.52995 6.46794 0.90015
76 C -4.86463 6.00985 -6.11017
77 C -3.48057 6.53871 -5.85936
78 O -3.25105 7.73988 -5.72856
79 N -2.45801 5.63949 -5.77735
80 C -2.52461 4.20247 -5.90254
81 H -5.57317 6.84108 -6.15026
82 H -4.89469 5.48292 -7.06744
83 H -5.16114 5.34113 -5.29790
84 H -1.55547 6.06777 -5.60720
85 H -2.14520 3.76359 -4.97683
86 H -1.88067 3.90425 -6.73325
87 H -3.53991 3.84624 -6.08399
88 C 0.38043 0.10963 11.51970
89 C 0.23113 0.19857 10.02705
90 O -0.78913 0.63231 9.49457
91 N 1.27413 -0.22104 9.25438
92 C 2.54333 -0.75650 9.68746
93 H -0.52835 0.47876 12.00182
94 H 0.53225 -0.93102 11.81793
95 H 1.22125 0.72632 11.84774
96 H 1.10217 -0.13173 8.25969
97 H 3.33434 -0.11335 9.29481
98 H 2.65052 -1.75844 9.26519
99 H 2.62449 -0.80981 10.77431
100 C -0.29650 -4.85018 4.04969
101 C -0.94695 -5.03294 2.70741
102 O -0.63681 -4.35353 1.73026
103 N -1.91172 -5.99019 2.58983
104 C -2.41034 -6.88110 3.61100
105 H 0.45017 -4.05425 3.99008
106 H -1.04685 -4.56599 4.79208
107 H 0.20531 -5.77380 4.34971
108 H -2.30461 -6.05615 1.65803
109 H -2.24111 -7.90757 3.27747
110 H -3.48405 -6.70878 3.71658
111 H -1.92128 -6.72682 4.57416

=====

Look up the E_tot of the fourth one.
-73245.87402 eV

=====

E_tot of number 1 (C6H13O3Si)?
-20453.43768 eV

=====

What is the formula in the first record?
C6H13O3Si